Entry from the Open Molecules 2025 dataset: C37H60AlBGe2N6S3 as an isolated structure (ωB97M-V/def2-TZVPD).

**Net charge**: +2
**LUMO**: -6.03 eV
**Multiplicity**: 1
**Max |F|**: 0.013 Eh/bohr
**HOMO-LUMO gap**: 0.253 Eh

Last column: Mulliken charge in e.
Atoms and positions in Å:
1 Al -0.0185 -0.1634 -0.1466  1.38
2 C -4.9277 2.5421 3.0495  -2.26
3 C -3.8304 1.5392 2.7024  1.29
4 C -4.3097 0.6547 1.5513  -1.36
5 C -3.5109 0.7313 3.9629  -1.49
6 N -2.6076 2.2867 2.2550  0.47
7 C -2.5656 3.6551 2.0978  -0.39
8 C -1.3164 3.9859 1.7142  -1.23
9 N -0.5773 2.8284 1.6294  0.36
10 B 0.9417 2.9311 1.3302  0.44
11 N 1.7663 1.8202 2.0394  0.18
12 C 2.0832 1.9945 3.3683  -1.35
13 C 2.9351 1.0172 3.7223  -0.51
14 N 3.1639 0.2269 2.6114  0.78
15 C 2.4198 0.7297 1.5968  -0.54
16 S 2.2423 0.1200 -0.0217  -0.16
17 C 4.1413 -0.9125 2.7352  1.18
18 C 4.3819 -1.6946 1.4503  -1.80
19 C 5.4777 -0.3115 3.1785  -1.67
20 C 3.5885 -1.8621 3.8029  -1.50
21 N 1.2229 3.0640 -0.1962  0.48
22 C 2.2633 3.8705 -0.5989  -1.10
23 C 2.1644 4.0474 -1.9283  -0.68
24 N 1.0403 3.3719 -2.3630  0.49
25 C 0.4991 2.7470 -1.2881  0.01
26 S -0.8583 1.6548 -1.2748  -0.30
27 C 0.6532 3.4000 -3.8178  1.25
28 C 1.3583 2.2260 -4.5004  -1.24
29 C 1.1536 4.7272 -4.4018  -2.00
30 C -0.8583 3.3284 -4.0390  -1.67
31 C -1.3804 1.8028 1.9570  -0.31
32 S -0.8810 0.1344 1.9669  -0.32
33 H -5.7899 1.9850 3.4107  0.45
34 H -5.2501 3.1159 2.1801  0.51
35 H -4.6165 3.2212 3.8441  0.52
36 H -5.2027 0.1121 1.8611  0.51
37 H -3.5502 -0.0679 1.2642  0.03
38 H -4.5634 1.2654 0.6832  0.40
39 H -4.4225 0.2529 4.3188  0.50
40 H -3.1442 1.3900 4.7518  0.42
41 H -2.7726 -0.0445 3.7832  0.24
42 H -3.4118 4.2932 2.2633  0.57
43 H -0.8879 4.9515 1.5112  0.70
44 H 1.3059 3.9593 1.8164  -0.20
45 H 1.6845 2.8100 3.9459  0.71
46 H 3.3967 0.8321 4.6744  0.60
47 H 4.7656 -1.0597 0.6544  0.44
48 H 3.4854 -2.2016 1.1051  0.14
49 H 5.1355 -2.4513 1.6656  0.66
50 H 5.8577 0.3789 2.4241  0.38
51 H 6.2033 -1.1141 3.3028  0.45
52 H 5.4005 0.2175 4.1276  0.42
53 H 2.5598 -2.1438 3.5709  0.20
54 H 3.6123 -1.4155 4.7967  0.41
55 H 4.1948 -2.7664 3.8312  0.49
56 H 2.9904 4.2550 0.0942  0.71
57 H 2.7904 4.6223 -2.5838  0.63
58 H 2.4420 2.3396 -4.4498  0.44
59 H 1.0642 2.1842 -5.5496  0.48
60 H 1.0797 1.2835 -4.0253  0.01
61 H 2.2284 4.7177 -4.5820  0.48
62 H 0.9069 5.5663 -3.7508  0.47
63 H 0.6707 4.8954 -5.3619  0.45
64 H -1.2474 2.3273 -3.9019  0.29
65 H -1.0715 3.6303 -5.0632  0.51
66 H -1.3937 4.0059 -3.3722  0.38
67 C -0.8781 -1.6444 -5.0972  -1.34
68 C -0.9312 -0.9615 -3.7301  0.36
69 Ge 0.5039 -1.6607 -2.5282  0.13
70 C 2.3889 -1.1282 -2.9367  -0.33
71 C 2.7717 -1.5784 -4.3462  -1.31
72 C 0.3109 -3.5868 -2.4986  -0.33
73 C -0.4733 -4.1220 -1.5612  0.28
74 Ge -0.8565 -2.8242 -0.1062  0.33
75 C -2.7221 -2.5332 0.5754  0.02
76 C -3.5732 -3.7883 0.7669  -1.43
77 C 0.4815 -3.0380 1.3725  0.84
78 C 0.1546 -4.1778 2.3385  -1.42
79 C -0.9506 -5.5100 -1.5281  0.24
80 C -1.3562 -6.0970 -0.3300  0.46
81 C -1.8077 -7.4047 -0.2862  -1.25
82 C -1.8633 -8.1511 -1.4540  -0.46
83 C -1.4699 -7.5803 -2.6572  -0.80
84 C -1.0214 -6.2724 -2.6986  -0.89
85 H -1.7083 -1.2959 -5.7128  0.43
86 H -0.9616 -2.7285 -5.0146  0.32
87 H 0.0459 -1.4079 -5.6253  0.28
88 H -1.8825 -1.1595 -3.2325  0.50
89 H -0.8263 0.1162 -3.8344  -0.39
90 H 3.0100 -1.6226 -2.1885  0.52
91 H 2.5229 -0.0528 -2.8203  0.41
92 H 2.5823 -2.6414 -4.5029  0.35
93 H 3.8388 -1.4119 -4.4965  0.41
94 H 2.2358 -1.0163 -5.1109  0.24
95 H 0.7476 -4.1855 -3.2958  0.55
96 H -3.2117 -1.8604 -0.1317  0.60
97 H -2.6082 -2.0000 1.5193  0.09
98 H -3.6650 -4.3641 -0.1526  0.38
99 H -4.5750 -3.4928 1.0819  0.41
100 H -3.1672 -4.4418 1.5388  0.25
101 H 0.5262 -2.0888 1.9158  -0.24
102 H 1.4535 -3.2014 0.9050  -0.15
103 H -0.8496 -4.0794 2.7557  0.28
104 H 0.8583 -4.1788 3.1721  0.42
105 H 0.2331 -5.1449 1.8439  0.46
106 H -1.3029 -5.5185 0.5841  0.32
107 H -2.1193 -7.8402 0.6540  0.43
108 H -2.2174 -9.1728 -1.4274  0.41
109 H -1.5205 -8.1559 -3.5719  0.42
110 H -0.7434 -5.8342 -3.6485  0.37